A structure of composition C36H51BrN7O2SSi2Ti in a non-equilibrium geometry, computed with ωB97M-V/def2-TZVPD.

```
101
Properties=species:S:1:pos:R:3
Ti -0.135 -0.291 -0.046
Br 1.210 2.763 6.741
C 0.947 1.764 5.140
C 1.788 0.680 4.865
C 1.640 -0.036 3.706
C 0.675 0.318 2.733
O 0.544 -0.334 1.629
C -0.191 1.412 3.052
C -1.226 1.775 2.162
N -1.429 1.204 1.016
C -2.545 1.568 0.274
C -3.137 2.815 0.252
C -4.285 3.030 -0.516
C -4.845 2.020 -1.255
C -4.258 0.738 -1.275
C -4.755 -0.351 -2.025
C -4.101 -1.551 -1.952
C -2.958 -1.678 -1.145
N -2.441 -0.680 -0.452
C -3.084 0.514 -0.511
C -0.048 2.111 4.263
H 2.547 0.405 5.584
H 2.281 -0.884 3.514
H -1.909 2.553 2.518
H -2.699 3.635 0.801
H -4.728 4.014 -0.513
H -5.736 2.200 -1.835
H -5.637 -0.227 -2.633
H -4.450 -2.409 -2.506
H -2.478 -2.643 -1.054
H -0.734 2.912 4.503
C 1.516 2.221 -3.454
Si -0.121 2.027 -2.451
C -1.678 2.562 -3.444
C 0.094 3.293 -1.032
N -0.299 0.409 -1.819
C -0.257 -0.688 -2.668
C -0.292 -0.599 -4.061
C -0.265 -1.721 -4.869
C -0.181 -2.978 -4.301
C -0.121 -3.100 -2.924
C -0.163 -1.990 -2.082
N -0.093 -2.074 -0.701
Si 0.045 -3.570 0.177
C -1.375 -4.832 -0.143
C -0.060 -3.121 2.029
C 1.746 -4.390 -0.185
H 1.831 3.260 -3.472
H 1.443 1.888 -4.484
H 2.303 1.641 -2.973
H -1.708 3.637 -3.583
H -2.584 2.275 -2.916
H -1.724 2.110 -4.429
H -0.470 4.200 -1.231
H 1.140 3.570 -0.949
H -0.218 2.900 -0.070
H -0.339 0.374 -4.519
H -0.297 -1.608 -5.941
H -0.155 -3.860 -4.920
H -0.032 -4.082 -2.491
H -2.250 -4.598 0.459
H -1.057 -5.832 0.134
H -1.690 -4.876 -1.181
H -0.868 -2.407 2.209
H 0.869 -2.678 2.374
H -0.246 -4.000 2.638
H 1.868 -4.622 -1.237
H 1.864 -5.314 0.369
H 2.555 -3.727 0.102
C 4.634 5.209 -0.195
N 4.137 3.873 0.029
C 4.609 2.887 -0.910
C 3.222 3.575 0.970
S 2.465 2.091 1.053
N 2.906 4.580 1.861
C 3.925 4.998 2.808
C 1.595 4.531 2.470
H 4.609 5.425 -1.263
H 5.668 5.313 0.139
H 4.015 5.937 0.321
H 5.696 2.795 -0.839
H 4.354 3.188 -1.929
H 4.143 1.928 -0.691
H 4.913 4.973 2.358
H 3.926 4.341 3.687
H 3.711 6.016 3.136
H 0.845 4.338 1.703
H 1.405 5.504 2.924
H 1.513 3.759 3.243
C 4.801 -2.319 -1.471
N 3.903 -1.482 -0.713
C 4.251 -1.265 0.674
C 2.771 -0.999 -1.205
O 1.963 -0.334 -0.550
H 5.828 -1.969 -1.349
H 4.536 -2.294 -2.526
H 4.743 -3.353 -1.120
H 5.237 -0.805 0.738
H 4.272 -2.212 1.216
H 3.511 -0.596 1.117
H 2.615 -1.214 -2.277
```

ΔE to the lowest compared entry with this formula, charge and spin, kJ/mol: 105.14
Frontier orbital gap, Ha: 0.2301
Molar mass, g/mol: 829.86
Net charge: +1

=====

A structure of composition C36H52BrCaN3OP2 in a non-equilibrium geometry, computed with ωB97M-V/def2-TZVPD.

```
96
Properties=species:S:1:pos:R:3
N -5.897 4.828 -5.384
C -5.918 5.423 -4.196
C -4.993 5.105 -3.189
C -4.018 4.097 -3.406
C -4.068 3.460 -4.693
C -5.039 3.847 -5.630
C -3.042 3.693 -2.386
Ca -0.379 2.689 -0.439
P 5.428 -0.614 -0.778
C -1.923 2.968 -2.796
C -1.578 1.605 -2.384
C -0.424 1.019 -2.959
C -0.069 -0.286 -2.648
C -0.792 -0.963 -1.650
C -1.665 -0.228 -0.807
C -2.231 0.955 -1.280
Br 1.386 0.406 0.124
H -3.226 3.944 -1.319
H -1.537 3.181 -3.807
H -5.010 5.657 -2.253
H -3.363 2.684 -4.994
H -6.685 6.185 -4.024
H -5.125 3.361 -6.608
H 0.184 1.615 -3.658
H -3.184 1.346 -0.895
H 0.775 -0.739 -3.179
H -1.855 -0.551 0.225
P -0.978 -2.765 -1.526
C 4.799 1.073 -0.439
C 5.839 2.178 -0.652
H 4.453 1.048 0.600
H 3.889 1.209 -1.038
H 5.431 3.136 -0.319
H 6.750 1.988 -0.074
H 6.107 2.276 -1.708
C 4.656 -1.200 -2.346
C 5.530 -2.282 -2.994
H 4.570 -0.332 -3.010
H 3.637 -1.562 -2.150
H 5.189 -2.514 -4.007
H 6.569 -1.950 -3.077
H 5.514 -3.210 -2.414
C 4.633 -1.722 0.473
C 5.503 -1.895 1.715
H 4.498 -2.697 -0.015
H 3.632 -1.340 0.709
H 4.993 -2.513 2.462
H 6.436 -2.404 1.450
H 5.758 -0.932 2.167
C -0.595 -2.947 0.219
C -0.888 -4.349 0.758
H -1.155 -2.208 0.816
H 0.456 -2.650 0.378
H -1.902 -4.426 1.171
H -0.817 -5.110 -0.025
H -0.170 -4.629 1.538
C 0.186 -3.507 -2.669
C -0.158 -3.521 -4.166
H 0.344 -4.549 -2.354
H 1.163 -3.013 -2.535
H -1.171 -3.875 -4.365
H -0.063 -2.544 -4.646
H 0.523 -4.185 -4.710
C -2.711 -3.152 -1.878
C -3.851 -2.654 -0.974
H -2.737 -4.247 -2.022
H -2.830 -2.661 -2.861
H -4.315 -1.765 -1.425
H -4.654 -3.401 -0.946
H -3.570 -2.433 0.064
C 0.220 0.747 6.137
N 0.416 1.463 4.897
N -0.414 1.330 3.841
C 0.016 2.133 2.816
O -0.636 2.273 1.725
C 1.227 2.727 3.274
C 1.401 2.323 4.582
C 2.407 2.693 5.600
C -1.582 0.535 3.981
C -2.485 0.913 4.987
C -3.410 -0.023 5.448
C -3.432 -1.299 4.872
C -2.582 -1.638 3.814
C -1.651 -0.709 3.349
H 1.186 0.707 6.628
H -0.156 -0.277 6.028
H -0.427 1.287 6.834
H 1.890 3.352 2.697
H 1.940 3.148 6.498
H 2.991 1.806 5.919
H 3.086 3.433 5.141
H -2.431 1.920 5.412
H -4.096 0.257 6.258
H -4.163 -2.030 5.207
H -2.628 -2.613 3.337
H -0.928 -0.910 2.557
```

Frontier orbital gap, Ha: 0.1615
Molar mass, g/mol: 724.76
Net charge: +2

=====

A structure of composition C36H52BrIrN3OP2 in a non-equilibrium geometry, computed with ωB97M-V/def2-TZVPD.

```
96
Properties=species:S:1:pos:R:3
N 6.234 2.815 -0.319
C 6.084 1.502 -0.557
C 4.829 0.869 -0.546
C 3.640 1.638 -0.419
C 3.828 2.965 0.008
C 5.133 3.520 -0.037
C 2.320 1.143 -0.980
Ir 0.667 0.658 -0.018
P -3.201 0.652 -1.075
C 1.150 2.060 -1.252
C 0.538 2.030 -2.631
C -0.178 3.161 -3.096
C -0.858 3.121 -4.312
C -0.686 2.021 -5.164
C 0.163 0.966 -4.789
C 0.718 0.944 -3.493
Br -1.619 1.930 -6.742
H 2.553 0.371 -1.747
H 1.180 3.073 -0.836
H 4.785 -0.205 -0.691
H 2.988 3.583 0.313
H 7.007 0.944 -0.751
H 5.284 4.582 0.176
H -0.193 4.087 -2.517
H 1.271 0.057 -3.156
H -1.497 3.954 -4.609
H 0.357 0.156 -5.492
P 0.337 1.680 1.936
C -2.605 0.360 -2.777
C -3.675 0.820 -3.782
H -2.412 -0.720 -2.900
H -1.652 0.900 -2.899
H -3.393 0.520 -4.798
H -4.647 0.364 -3.541
H -3.791 1.912 -3.780
C -2.708 2.351 -0.697
C -3.804 3.363 -1.059
H -1.765 2.547 -1.237
H -2.519 2.374 0.386
H -3.429 4.384 -0.907
H -4.130 3.274 -2.104
H -4.682 3.225 -0.414
C -2.522 -0.651 -0.045
C -3.633 -1.630 0.345
H -2.045 -0.188 0.834
H -1.754 -1.158 -0.646
H -3.348 -2.197 1.238
H -4.563 -1.086 0.556
H -3.827 -2.342 -0.465
C -0.852 0.762 3.019
C -0.507 0.583 4.498
H -1.027 -0.213 2.546
H -1.797 1.327 2.947
H 0.439 0.058 4.660
H -0.480 1.541 5.028
H -1.296 -0.023 4.958
C -0.541 3.283 1.657
C 0.068 4.604 2.115
H -1.507 3.145 2.168
H -0.743 3.305 0.575
H 0.139 4.651 3.211
H 1.049 4.805 1.666
H -0.621 5.394 1.790
C 1.766 2.066 3.020
C 2.696 0.888 3.311
H 1.314 2.443 3.949
H 2.310 2.903 2.560
H 3.738 1.239 3.284
H 2.517 0.484 4.319
H 2.589 0.073 2.581
C -0.471 -5.902 -0.233
N -0.169 -4.512 -0.508
N 0.249 -3.659 0.461
C 0.319 -2.395 -0.070
O 0.612 -1.391 0.653
C -0.101 -2.512 -1.433
C -0.425 -3.834 -1.642
C -0.999 -4.497 -2.833
C 0.625 -4.090 1.767
C 1.553 -5.121 1.883
C 1.923 -5.563 3.150
C 1.338 -4.986 4.287
C 0.354 -3.989 4.154
C 0.005 -3.524 2.885
H -0.937 -6.294 -1.146
H -1.179 -6.027 0.602
H 0.443 -6.478 -0.033
H -0.227 -1.690 -2.114
H -0.362 -5.319 -3.205
H -2.016 -4.892 -2.647
H -1.077 -3.745 -3.632
H 1.976 -5.564 0.982
H 2.667 -6.358 3.236
H 1.619 -5.337 5.286
H -0.136 -3.577 5.035
H -0.766 -2.765 2.744
```

ΔE to the lowest compared entry with this formula, charge and spin, kJ/mol: 263.69
Frontier orbital gap (alpha / beta), Ha: 0.2230 / 0.1126
Molar mass, g/mol: 876.90
Expectation value of S²: 8.80
Multiplicity: 6
Net charge: +4

=====

A structure of composition C36H52BrN3OP2Pd in a non-equilibrium geometry, computed with ωB97M-V/def2-TZVPD.

```
96
Properties=species:S:1:pos:R:3
N -4.919 3.657 -4.788
C -4.841 3.916 -3.485
C -4.120 3.100 -2.600
C -3.351 2.011 -3.109
C -3.485 1.747 -4.508
C -4.287 2.594 -5.285
C -2.360 1.352 -2.281
Pd -0.022 -0.209 -1.852
P 2.121 -0.376 -1.250
C -1.021 1.255 -2.807
C -0.066 2.387 -2.426
C 0.927 2.749 -3.361
C 1.823 3.771 -3.057
C 1.685 4.492 -1.843
C 0.616 4.193 -0.958
C -0.260 3.151 -1.254
Br 3.020 5.677 -1.355
H -2.562 1.168 -1.226
H -0.963 1.015 -3.878
H -4.082 3.372 -1.549
H -2.967 0.919 -4.992
H -5.366 4.801 -3.118
H -4.402 2.411 -6.358
H 0.977 2.255 -4.333
H -1.147 2.990 -0.637
H 2.627 4.029 -3.744
H 0.490 4.779 -0.037
P -0.785 -2.268 -1.346
C 2.991 1.197 -0.819
C 4.517 1.252 -0.968
H 2.705 1.410 0.221
H 2.521 1.980 -1.423
H 4.867 2.224 -0.587
H 5.024 0.483 -0.368
H 4.854 1.175 -2.015
C 3.158 -1.061 -2.620
C 4.445 -1.818 -2.290
H 3.397 -0.182 -3.235
H 2.493 -1.698 -3.220
H 4.891 -2.134 -3.242
H 5.194 -1.203 -1.775
H 4.276 -2.734 -1.711
C 2.504 -1.455 0.213
C 3.805 -1.291 0.998
H 2.418 -2.497 -0.135
H 1.661 -1.283 0.897
H 3.780 -1.998 1.839
H 4.695 -1.538 0.405
H 3.926 -0.291 1.431
C -0.635 -2.790 0.408
C -1.386 -4.076 0.735
H -0.968 -1.946 1.034
H 0.432 -2.924 0.629
H -2.403 -3.879 1.093
H -1.436 -4.757 -0.124
H -0.881 -4.615 1.547
C 0.162 -3.491 -2.331
C 0.124 -3.198 -3.832
H -0.188 -4.509 -2.113
H 1.194 -3.428 -1.947
H -0.890 -3.279 -4.245
H 0.511 -2.194 -4.054
H 0.769 -3.908 -4.363
C -2.569 -2.326 -1.767
C -3.455 -1.643 -0.713
H -2.920 -3.353 -1.966
H -2.655 -1.787 -2.722
H -4.290 -1.120 -1.197
H -3.885 -2.359 0.002
H -2.895 -0.887 -0.150
C 0.246 1.085 6.224
N -0.022 1.273 4.814
N -0.565 0.333 4.006
C -0.765 0.876 2.727
O -1.265 0.236 1.772
C -0.292 2.230 2.845
C 0.147 2.424 4.129
C 0.696 3.626 4.798
C -0.904 -0.978 4.421
C -2.171 -1.479 4.085
C -2.528 -2.763 4.508
C -1.626 -3.533 5.257
C -0.359 -3.029 5.576
C 0.012 -1.751 5.148
H -0.171 1.931 6.787
H 1.327 1.042 6.411
H -0.207 0.170 6.600
H -0.290 2.945 2.040
H 0.044 4.000 5.602
H 1.691 3.450 5.233
H 0.795 4.424 4.054
H -2.852 -0.859 3.500
H -3.514 -3.150 4.253
H -1.920 -4.534 5.598
H 0.351 -3.623 6.158
H 1.006 -1.352 5.365
```

ΔE to the lowest compared entry with this formula, charge and spin, kJ/mol: 0.00
Frontier orbital gap (alpha / beta), Ha: 0.1627 / 0.1400
Molar mass, g/mol: 791.10
Expectation value of S²: 2.03
Multiplicity: 3
Net charge: +2

=====

A structure of composition C36H52FInN3O3Si2 in a non-equilibrium geometry, computed with ωB97M-V/def2-TZVPD.

```
98
Properties=species:S:1:pos:R:3
In 0.267 -0.239 0.051
C 4.438 1.226 -1.834
O 3.760 0.866 -3.036
C 3.346 -0.418 -3.164
C 3.793 -1.182 -4.253
C 3.302 -2.502 -4.437
C 2.364 -2.973 -3.512
C 1.880 -2.197 -2.450
C 0.976 -2.914 -1.585
N 0.307 -2.421 -0.613
N -0.439 -3.355 0.114
C -1.188 -2.713 0.997
O -1.267 -1.452 1.205
C -2.200 -3.568 1.605
C -2.149 -4.984 1.637
C -3.193 -5.712 2.216
C -4.331 -5.143 2.717
C -4.372 -3.756 2.759
C -3.350 -2.983 2.192
C 2.342 -0.840 -2.295
O 1.905 -0.034 -1.372
H 4.755 0.334 -1.258
H 3.811 1.911 -1.271
H 5.377 1.661 -2.174
H 4.513 -0.833 -4.983
H 3.740 -3.099 -5.230
H 1.976 -3.989 -3.635
H 0.728 -3.907 -1.810
H -1.304 -5.559 1.171
H -3.081 -6.754 2.236
H -5.102 -5.811 3.094
H -5.262 -3.230 3.072
H -3.501 -1.918 2.272
C 4.388 -0.157 3.059
Si 2.975 -1.150 2.104
C 2.351 -2.454 3.260
C 3.795 -2.129 0.768
N 1.678 -0.116 1.633
C 1.180 0.678 2.690
C 0.039 0.276 3.433
C -0.492 1.026 4.451
C 0.179 2.235 4.717
C 1.286 2.726 4.051
C 1.697 1.973 2.916
F 2.677 2.420 2.097
H 4.941 -0.868 3.637
H 3.991 0.593 3.708
H 5.086 0.235 2.324
H 2.848 -3.394 3.111
H 1.284 -2.619 3.038
H 2.369 -2.143 4.316
H 4.589 -2.671 1.254
H 4.144 -1.522 -0.094
H 3.160 -2.949 0.406
H -0.342 -0.690 3.222
H -1.357 0.851 5.022
H -0.370 2.783 5.496
H 1.829 3.648 4.294
C -1.599 -0.300 -3.187
C -1.386 1.221 -2.959
C -0.029 1.625 -3.579
C -2.558 1.972 -3.663
Si -1.320 1.552 -1.020
C -3.089 1.478 -0.218
C -3.893 2.786 -0.520
C -3.059 1.135 1.300
C -3.863 0.291 -0.888
C -0.331 3.192 -0.599
C -0.546 3.608 0.823
C 1.151 2.908 -0.754
C -0.645 4.372 -1.580
H -1.848 -0.508 -4.231
H -2.398 -0.675 -2.589
H -0.640 -0.744 -2.942
H 0.006 1.303 -4.622
H 0.769 1.210 -2.929
H 0.090 2.704 -3.589
H -2.479 1.944 -4.801
H -2.553 3.050 -3.442
H -3.553 1.566 -3.379
H -3.451 3.605 0.048
H -4.955 2.633 -0.224
H -3.840 3.029 -1.563
H -2.601 1.826 2.012
H -2.558 0.148 1.460
H -4.096 1.072 1.594
H -4.083 0.495 -1.909
H -4.822 0.159 -0.292
H -3.308 -0.606 -0.752
H -0.268 2.780 1.498
H -1.543 3.923 1.039
H 0.100 4.484 1.112
H 1.574 2.158 -0.107
H 1.705 3.870 -0.604
H 1.384 2.611 -1.740
H -1.717 4.370 -1.754
H -0.158 4.304 -2.565
H -0.351 5.352 -1.226
```

ΔE to the lowest compared entry with this formula, charge and spin, kJ/mol: 0.00
Frontier orbital gap, Ha: 0.2684
Molar mass, g/mol: 764.82
Net charge: -1